# 1
ORCA calculation (ωB97M-V with the def2-TZVPD basis set) on C5H12O3 as an isolated structure at a distorted geometry.

Each line ends with the natural charge from an NBO analysis.
Geometry (Å):
C -0.77688 -0.27641 -0.38261  0.69
C -1.54731 0.54145 -1.38611  -0.71
C -1.37783 -0.33225 1.00204  -0.74
C 0.99520 1.08111 0.15257  -0.52
C 1.50996 1.45124 -1.02274  -0.30
O -0.17507 -1.31286 -0.83181  -0.65
H 0.76785 -1.62388 -0.10337  0.49
H 0.65597 1.83828 0.85221  0.20
H -0.72210 -0.85416 1.69444  0.27
H -1.63803 1.57359 -1.05107  0.23
H -1.06515 0.51234 -2.36006  0.24
H -2.55296 0.12560 -1.47482  0.24
H -1.60620 0.66676 1.36869  0.22
H -2.31412 -0.89228 0.93056  0.25
H 1.57367 2.48198 -1.35150  0.19
H 1.84608 0.70128 -1.72938  0.19
O 1.73539 -1.57173 0.69146  -0.56
O 1.25203 -1.96585 1.99801  -0.51
H 2.08191 -2.17895 2.44391  0.46
H 1.35760 0.03475 0.55958  0.31

Results
Strongest force on any atom   0.0604 hartree/bohr
HOMO level   -8.508 eV
Total energy   -423.2252 hartree
Molecular weight   120.15 g/mol

# 2
ORCA calculation (ωB97M-V with the def2-TZVPD basis set) on a 16-piece molecular cluster, C31H95B2N3O19P overall at a distorted geometry.

Each line ends with the Mulliken charge.
Geometry (Å):
C 6.99436 -0.15650 -1.04356  -1.29
C 5.52008 -0.50727 -0.85162  -0.28
O 4.68914 0.44195 -1.47380  -0.33
C 3.30939 0.19366 -1.21513  -0.21
C 2.63882 -0.69067 -2.28458  -1.17
C 1.28313 -0.12934 -2.75231  0.34
C 0.60982 -1.20454 -3.61521  -0.85
C -0.78073 -0.79801 -4.17418  -1.44
C -1.60492 0.03817 -3.24834  0.33
N -1.96481 -0.17490 -1.95470  0.26
P -1.46583 -1.67451 -1.17287  0.34
C -2.36263 -3.09374 -1.95897  -0.83
C -3.85972 -2.73879 -2.24396  -0.73
C -1.65868 -1.66746 0.63686  0.27
C -3.12326 -1.91563 1.16113  -0.96
C -2.69132 0.93540 -1.54525  -0.42
B -3.28258 1.16164 -0.08222  0.06
O -2.36350 1.33290 0.93783  -0.45
O -4.59399 1.25672 0.25650  -0.31
C -5.56019 0.74388 -0.68790  1.13
C -6.95669 1.21694 -0.23430  -1.35
C -2.81813 1.80494 -2.56338  -0.98
N -2.12075 1.18729 -3.61146  1.00
B -2.08899 1.92351 -4.93143  0.33
N -1.38252 3.18043 -5.12850  -0.53
O -2.79977 1.37166 -5.95350  -0.56
H 7.31237 -0.45311 -2.04865  0.28
H 7.62940 -0.68371 -0.33301  0.33
H 7.17160 0.91856 -0.93682  0.35
H 5.35372 -0.59419 0.23371  0.31
H 5.39408 -1.52260 -1.26506  0.24
H 2.78926 1.14937 -1.08935  0.58
H 3.27449 -0.32448 -0.24463  0.00
H 3.33690 -0.80866 -3.12058  0.33
H 2.47167 -1.68742 -1.85673  0.44
H 0.69221 0.06111 -1.84867  0.04
H 1.46311 0.79538 -3.31291  0.33
H 0.55225 -2.13848 -3.05601  0.24
H 1.27369 -1.38909 -4.46770  0.66
H -1.34458 -1.71804 -4.37845  0.26
H -0.63618 -0.32101 -5.14534  0.47
H -2.23681 -3.96040 -1.30578  0.59
H -1.83582 -3.29568 -2.89267  0.39
H -4.51505 -3.45036 -1.73722  0.38
H -4.14062 -1.74511 -1.88225  -0.19
H -4.04838 -2.73390 -3.32090  0.32
H -1.08573 -2.53200 0.99376  -0.14
H -1.20511 -0.80466 1.12370  0.43
H -3.28480 -2.97958 1.33115  0.25
H -3.84326 -1.58098 0.40875  -0.06
H -3.29157 -1.34029 2.07633  0.39
H -2.69540 0.80619 1.67928  0.23
H -5.41009 1.12062 -1.70069  -0.53
H -5.55866 -0.34745 -0.61086  0.06
H -7.68653 0.39367 -0.26025  0.30
H -7.30324 2.08847 -0.79572  0.36
H -6.90080 1.54027 0.80947  0.29
H -3.33093 2.75309 -2.60739  0.84
H -0.79702 3.05703 -5.95690  0.27
H -2.08938 3.84431 -5.45026  0.26
H -3.62764 0.97271 -5.63895  0.33
C 8.36097 -4.07930 0.31912  -0.76
O 7.42055 -3.00012 0.35907  -0.38
H 9.29404 -3.74404 0.76201  0.31
H 7.97097 -4.92676 0.88971  0.28
H 8.54155 -4.37973 -0.71611  0.36
H 6.60349 -3.31743 -0.03604  0.23
C 1.91530 -0.66527 2.70825  -0.57
O 1.61967 -1.68330 1.74097  -0.24
H 2.46417 -1.11552 3.52503  0.30
H 2.52597 0.11749 2.25176  0.20
H 0.99068 -0.23337 3.09273  0.25
H 1.13491 -1.26289 1.02425  0.01
C 8.20034 -5.16050 3.87551  -0.47
O 7.02866 -4.39846 3.59768  -0.48
H 7.94765 -5.93952 4.59062  0.27
H 8.57142 -5.62544 2.95828  0.15
H 8.97170 -4.51626 4.30463  0.24
H 7.26907 -3.71414 2.96322  0.30
C 4.24669 3.66335 -0.23901  -0.43
O 4.03126 3.33753 -1.60981  -0.55
H 3.70859 4.57868 -0.01382  0.15
H 3.87132 2.86074 0.40115  0.15
H 5.31210 3.81650 -0.05125  0.33
H 4.51679 2.52053 -1.78165  0.37
C -2.45368 5.13223 0.86018  -0.44
O -2.73699 4.86423 -0.51513  -0.52
H -2.92000 6.07744 1.12374  0.28
H -2.87026 4.34020 1.48747  0.11
H -1.37597 5.20431 1.02122  0.30
H -2.32062 4.02531 -0.73141  0.29
C -6.75952 1.18646 -4.52057  -0.62
O -5.57783 0.37535 -4.51185  -0.46
H -6.92384 1.53518 -5.53608  0.29
H -7.62062 0.59953 -4.19838  0.29
H -6.63454 2.04839 -3.86037  0.27
H -5.44510 0.07112 -3.60943  0.23
C -9.04863 -2.25922 1.45003  -0.22
O -9.06607 -0.95267 0.87241  -0.48
H -8.04401 -2.66314 1.34959  -0.15
H -9.31240 -2.20926 2.50914  0.29
H -9.75014 -2.91432 0.92970  0.29
H -9.95978 -0.61152 0.97010  0.27
C 1.46644 -5.44905 2.69003  -0.59
O 0.39896 -4.53532 2.45148  -0.42
H 1.13992 -6.16457 3.44047  0.22
H 1.72291 -5.98484 1.77245  0.25
H 2.34554 -4.91677 3.06026  0.25
H 0.70431 -3.90413 1.79126  0.20
C 11.57425 -5.77745 0.79152  -0.58
O 11.38823 -4.37025 0.65449  -0.49
H 11.14945 -6.08494 1.74415  0.20
H 11.06577 -6.30978 -0.01696  0.26
H 12.63795 -6.02414 0.77758  0.31
H 11.76858 -4.11313 -0.19027  0.29
C 4.40875 3.42076 -5.58917  -0.48
O 5.29564 3.71817 -4.52239  -0.49
H 4.94436 3.55757 -6.52583  0.26
H 4.06474 2.38287 -5.52376  0.17
H 3.54682 4.09459 -5.56933  0.24
H 4.81063 3.59349 -3.69987  0.34
C -5.77543 -4.16968 2.75237  -0.54
O -6.10771 -4.52168 1.40990  -0.49
H -6.18242 -3.18275 2.95992  0.22
H -6.20630 -4.89249 3.44797  0.32
H -4.68931 -4.14617 2.87155  0.23
H -5.74305 -5.39496 1.24136  0.28
C -6.60628 4.86566 1.47014  -0.29
O -6.49173 5.33916 0.13361  -0.53
H -7.58750 4.41295 1.59184  0.32
H -5.83402 4.11534 1.66700  -0.02
H -6.50252 5.69812 2.17153  0.23
H -5.61982 5.73529 0.03901  0.28
C -3.89859 4.90130 4.43301  -0.46
O -3.94309 6.19093 3.83213  -0.48
H -2.87879 4.52662 4.38287  0.19
H -4.20503 4.97032 5.47930  0.35
H -4.55862 4.21263 3.89669  0.13
H -4.85154 6.49940 3.89081  0.29
C 1.98443 0.09789 6.47504  -0.61
O 2.28185 0.63885 5.18887  -0.41
H 1.02811 -0.41624 6.41387  0.23
H 2.75545 -0.61510 6.77601  0.29
H 1.91491 0.89622 7.21719  0.26
H 3.12851 1.08996 5.25654  0.26
C 1.81912 5.63426 2.73552  -0.51
O 3.13372 5.13918 2.49816  -0.51
H 1.21082 4.81413 3.10994  0.18
H 1.84061 6.43283 3.48067  0.31
H 1.38015 6.01199 1.80785  0.24
H 3.66002 5.87335 2.16903  0.29

Results
Strongest force on any atom   0.0701 hartree/bohr
HOMO level   -11.051 eV
Total energy   -3222.7068 hartree
Molecular weight   866.70 g/mol
Net charge   +1

# 3
ORCA calculation (ωB97M-V with the def2-TZVPD basis set) on C31H39CeN5S as an isolated structure at a distorted geometry.

Each line ends with the Löwdin spin population.
Geometry (Å):
Ce 0.15980 -0.61878 0.21725  1.03
N 1.12202 -3.27006 3.61880  0.00
N 0.06402 -2.24362 -1.63227  0.00
C 1.18622 1.88063 0.11846  0.00
C 2.24799 0.94693 0.43241  0.00
C 2.15122 0.65411 1.82934  0.00
C 2.99441 -0.26246 2.62017  -0.01
H 3.89081 -0.57571 2.08561  0.00
H 2.41462 -1.28541 2.80138  0.00
H 3.22934 0.10625 3.61361  0.00
C 1.03558 1.35483 2.36670  0.00
C 0.63567 1.33764 3.80069  0.00
H 1.19879 2.06168 4.41214  0.00
H 0.81278 0.34815 4.23943  0.00
H -0.42670 1.58012 3.91788  0.00
C 0.45106 2.12368 1.32254  0.00
C -0.66393 3.09459 1.50669  0.00
H -1.54382 2.58666 1.92783  0.00
H -0.95585 3.54760 0.55175  0.00
H -0.40185 3.91949 2.19313  0.00
C 3.27225 0.41720 -0.51015  0.00
H 4.19345 1.01711 -0.43707  0.00
H 2.94590 0.46251 -1.56096  0.00
H 3.53755 -0.62685 -0.28816  0.00
C 0.96104 2.54936 -1.19591  0.00
H -0.10961 2.71899 -1.38586  0.00
H 1.34338 1.94142 -2.02659  0.00
H 1.46423 3.53074 -1.25325  0.00
C 0.15916 -3.61068 4.44841  0.00
H 0.35364 -3.42704 5.55256  0.00
C -1.03515 -4.24253 3.93829  0.00
H -1.71029 -4.70882 4.68027  0.00
C -1.22526 -4.29442 2.52363  0.00
H -2.15875 -4.83683 2.15510  0.00
C -0.25017 -3.66227 1.66370  0.00
H -0.48309 -3.61100 0.58640  0.00
C 0.91148 -2.93914 2.27271  0.00
C 1.96656 -1.98132 2.00688  -0.01
H 2.57442 -2.53287 1.00113  0.00
C -0.23177 -1.01571 -2.12411  0.00
C 0.89291 -3.00434 -2.50826  0.00
H 1.43472 -3.81194 -2.01809  0.00
C 0.71557 -2.45329 -3.72608  0.00
H 0.92687 -2.82709 -4.73076  0.00
N -0.03413 -1.24632 -3.46411  0.00
C -0.09230 -0.04199 -4.13705  0.00
C 1.04624 0.37895 -4.84033  0.00
C 0.92636 1.58334 -5.53245  0.00
H 1.74019 1.86355 -6.22076  0.00
C -0.22936 2.36709 -5.38001  0.00
C -0.40458 3.55780 -6.23622  0.00
H -0.92554 4.33539 -5.68225  0.00
H -0.99227 3.31229 -7.12498  0.00
H 0.57513 3.90768 -6.55222  0.00
C -1.23887 2.03092 -4.45457  0.00
H -2.13284 2.65877 -4.30356  0.00
C -1.15096 0.83541 -3.75963  0.00
C -2.18207 0.46922 -2.71855  0.00
H -2.24927 -0.60760 -2.49689  0.00
H -3.17353 0.77193 -3.09178  0.00
H -2.07557 0.99645 -1.74644  0.00
C 2.31696 -0.42780 -4.79864  0.00
H 2.17251 -1.48591 -5.06346  0.00
H 2.84791 -0.40947 -3.82505  0.00
H 2.99857 -0.00639 -5.54312  0.00
S -2.50571 -0.51817 1.05360  0.00
C -2.80385 -0.23731 2.71669  0.00
N -2.16078 -0.78164 3.77741  0.00
C -2.79496 -0.46138 5.04315  0.00
C -3.92638 0.47809 4.64523  0.00
N -3.80160 0.53662 3.19556  0.00
H -1.34916 -1.39119 3.68520  0.00
H -2.07406 0.02166 5.71114  0.00
H -3.18018 -1.36289 5.53438  0.00
H -3.79675 1.47249 5.08750  0.00
H -4.91450 0.09602 4.92571  0.00
H -4.48581 0.96685 2.58912  0.00

Results
Strongest force on any atom   0.2366 hartree/bohr
⟨S²⟩   0.75
HOMO level (alpha / beta)   -0.636 / -0.698 eV
Total energy   -2351.4636 hartree
Molecular weight   653.87 g/mol
Net charge   -1
2S+1   2

Which of these has the lowest molecular weight? C5H12O3

The lowest strongest force on any atom belongs to which entry? C5H12O3

The lowest strongest force on any atom belongs to which entry? C5H12O3